Run w
{
  "formula": "C30H60O10",
  "method": "ωB97M-V with the def2-TZVPD basis set",
  "lumo_energy_ev": 0.32,
  "smiles": "CC(C)=O.CC(C)=O.CC(C)=O.CC(C)=O.CC(C)=O.CC(C)=O.CC(C)=O.CC(C)=O.CC(C)=O.CC(C)=O",
  "elements": ["H", "H", "H", "H", "H", "H", "H", "C", "H", "C", "O", "H", "C", "C", "H", "O", "C", "C", "C", "C", "H", "H", "H", "C", "H", "C", "H", "H", "O", "H", "H", "H", "H", "H", "O", "H", "C", "H", "H", "H", "O", "C", "H", "H", "C", "H", "O", "H", "H", "H", "H", "H", "C", "H", "H", "O", "H", "H", "C", "H", "C", "H", "C", "H", "H", "C", "H", "O", "H", "C", "H", "H", "C", "H", "O", "C", "H", "C", "H", "C", "H", "H", "H", "C", "H", "H", "C", "C", "H", "C", "C", "H", "H", "C", "H", "H", "H", "C", "H", "O"],
  "xyz": [[-1.70758, -2.26493, -0.64542], [3.22711, 3.77846, -1.11281], [-3.46795, -1.68055, -0.16929], [1.86518, -1.19632, -2.64337], [6.22956, 2.33537, 5.02411], [3.23911, -5.57293, -0.05412], [0.55588, -2.47056, -3.06172], [-3.52918, 2.38456, 0.87401], [6.11826, 1.40013, 3.58328], [4.28624, 1.24300, 4.85431], [2.07758, -3.85173, -4.53505], [0.36953, 4.93701, 1.73207], [0.10422, 0.20589, -0.53167], [2.01024, -4.11741, -0.81717], [3.79917, -1.32363, -4.47581], [-4.37719, -2.45213, -2.32238], [0.69665, 5.96395, -1.19083], [3.06144, 1.20923, 3.96470], [-3.71912, 3.82011, -3.50220], [-2.97280, 1.45267, -3.18765], [-1.98851, 1.42049, -2.87661], [1.53060, 5.63789, -1.78611], [0.97305, 6.53050, -0.41473], [0.09199, -0.96285, 1.98628], [-2.90460, 2.40698, -0.06982], [-1.31422, -3.42897, 5.41487], [-0.52244, -0.71202, 2.80911], [-3.97690, 2.29821, 3.75433], [1.02621, 1.31416, 1.59761], [-2.82701, -3.17698, 0.54423], [-0.99558, -0.09208, -0.58568], [-4.54608, 4.23946, -3.99241], [-2.51954, 1.23833, 4.03961], [-3.73934, 3.44612, 1.38850], [-3.15964, 0.18776, 1.72345], [-2.99539, 0.51659, -3.65879], [-3.77460, -4.68860, -1.74464], [3.41935, 1.78703, 3.07461], [-4.49097, 2.33960, 0.70036], [0.81811, -1.14083, -4.02605], [3.94106, 0.79869, -2.42826], [3.87252, -2.34836, -4.14565], [1.68856, 1.15419, -3.63674], [-3.98527, -5.02005, -0.76822], [0.49396, 0.27664, 1.12334], [4.41741, 2.63878, -0.61123], [-1.05653, 4.30214, -1.13597], [2.05214, 1.90995, 4.19027], [4.63421, -2.80551, -4.77503], [1.11784, -1.26902, 2.43877], [1.27420, 3.90593, 0.60290], [-4.14612, 3.87593, -2.51041], [3.32874, 2.64534, -0.94213], [-2.83574, -4.94411, -2.04508], [2.66367, 0.37344, 3.80749], [4.37209, 0.67075, 5.97876], [-0.53833, -4.10960, 5.20906], [-0.79029, -2.42021, 5.81684], [-3.32601, -2.15058, 4.11142], [0.99599, 2.55367, -2.69370], [-2.99538, 1.87001, 3.41041], [0.85165, -0.26580, -1.02252], [-3.79824, -3.18317, -1.56537], [4.18550, -2.45828, -3.09525], [-2.86302, 4.59902, -3.54093], [0.46016, 4.30475, 0.77772], [-0.31263, -1.78264, 1.52018], [-3.43249, 2.37441, -5.28936], [0.25837, 6.46018, -2.15648], [-0.11059, 4.83211, -0.62770], [-4.43801, -5.11188, -2.35490], [2.64659, 2.38308, -0.17372], [0.92472, -5.03458, -1.11186], [-3.62339, 1.49705, -2.36515], [1.81561, -2.90535, -0.43357], [2.35416, -2.74063, -4.08756], [-3.01375, -1.08396, 3.95950], [3.42944, -4.61791, -0.73264], [-2.11727, -3.92645, 6.06074], [1.31740, -1.87587, -3.40117], [-2.21706, 2.63660, 3.33088], [-3.72001, -2.11258, 3.15772], [0.05803, 3.35607, 0.80426], [1.88013, 2.01739, -3.13679], [-4.09977, -2.40563, 4.86641], [4.22486, -3.81222, -0.53670], [-2.93829, -2.56511, -0.43038], [5.54419, 1.92475, 4.38072], [5.28787, 2.86697, 3.94455], [3.13231, 1.71942, -2.20728], [-3.29288, 2.55109, -4.05043], [2.28293, 2.63429, -3.85733], [0.04650, 1.22275, -0.74853], [-2.14694, -3.14849, 4.12920], [-0.01840, -4.62334, -1.13289], [1.24833, -5.89906, -0.64955], [3.54536, -4.90902, -1.79468], [-3.24700, 1.38608, 2.00791], [0.73153, -5.33370, -2.14656], [-1.98542, -3.83934, 3.05155]],
  "lowdin_charge": [0.1400, 0.0889, 0.0282, 0.0892, 0.0461, 0.1302, 0.0425, -0.0054, 0.1080, -0.4134, 0.0268, 0.1336, 0.0422, -0.4753, 0.0593, 0.0706, -0.0155, -0.0136, -0.0370, -0.0096, 0.0602, 0.0670, 0.0321, -0.0018, 0.0941, -0.0292, 0.0479, 0.1184, -0.0145, 0.0799, 0.0853, 0.0645, 0.0265, 0.1306, 0.0292, 0.0840, 0.0065, 0.0779, 0.0024, 0.0837, 0.0280, -0.0100, 0.0184, 0.0747, -0.2901, 0.0958, 0.0619, 0.1643, 0.0775, 0.1219, -0.0602, 0.0730, -0.0155, 0.0525, -0.0352, 0.0174, 0.0393, 0.1315, -0.0255, 0.0922, -0.0118, -0.0022, -0.4722, 0.0778, 0.1276, 0.0187, 0.0236, 0.0385, 0.1317, -0.4352, 0.0407, 0.0252, -0.0121, 0.0758, -0.0193, -0.4371, 0.0670, -0.0258, 0.1041, -0.0190, 0.0909, 0.0275, 0.0209, 0.0084, 0.0971, 0.1140, -0.0256, -0.0394, 0.0650, -0.3781, -0.4859, 0.0523, 0.0131, -0.4023, 0.0578, 0.0661, 0.0829, -0.4381, 0.1101, -0.0247]
}

Run x
{
  "formula": "C30H60O10",
  "method": "ωB97M-V with the def2-TZVPD basis set",
  "lumo_energy_ev": -0.03,
  "smiles": "CC(C)=O.CC(C)=O.CC(C)=O.CC(C)=O.CC(C)=O.CC(C)=O.CC(C)=O.CC(C)=O.CC(C)=O.CC(C)=O",
  "elements": ["C", "H", "C", "O", "C", "O", "H", "H", "O", "H", "C", "H", "C", "C", "H", "H", "C", "C", "C", "C", "H", "C", "H", "H", "H", "H", "H", "H", "O", "H", "H", "C", "H", "H", "C", "C", "H", "H", "C", "H", "H", "H", "C", "H", "H", "C", "H", "H", "O", "H", "H", "O", "O", "C", "O", "H", "C", "H", "H", "H", "H", "H", "H", "H", "H", "H", "H", "H", "O", "H", "C", "H", "C", "H", "H", "C", "H", "H", "C", "H", "C", "H", "H", "H", "H", "C", "C", "C", "C", "H", "H", "H", "C", "H", "H", "C", "H", "O", "H", "H"],
  "xyz": [[36.11200, 30.91200, 10.34700], [32.02700, 36.46700, 9.44200], [34.63700, 34.33900, 9.65100], [28.06300, 35.19200, 12.58200], [36.95400, 31.47000, 9.10200], [29.46200, 35.15100, 5.40800], [28.78500, 35.01200, 3.11900], [33.65000, 29.77600, 4.28700], [32.59200, 32.13400, 4.04000], [39.08800, 33.23600, 13.66600], [31.50200, 36.08200, 4.81500], [31.86500, 35.98900, 5.87300], [34.46700, 37.34000, 13.56800], [28.67500, 37.10700, 13.81900], [32.57200, 35.61800, 11.00800], [38.49400, 31.88800, 10.33100], [38.26900, 34.52000, 5.94900], [31.55600, 32.69800, 7.88700], [34.28500, 32.96700, 5.52400], [36.50500, 36.42100, 6.02700], [33.08600, 30.07800, 6.17200], [28.99400, 35.95100, 12.95500], [35.51800, 33.85400, 8.98500], [33.78000, 30.58900, 12.96900], [39.23400, 34.44200, 5.65400], [32.19200, 35.72200, 4.22600], [34.78400, 32.70800, 6.51800], [30.95600, 36.55000, 12.11600], [38.83900, 36.76100, 5.78600], [30.98800, 35.08300, 13.22900], [30.33600, 35.04000, 11.66800], [33.78700, 35.53100, 9.01500], [34.46900, 40.37700, 11.74200], [36.46200, 29.84800, 10.43600], [34.89700, 38.77400, 13.22500], [36.80000, 34.00600, 15.13600], [31.88300, 33.31600, 6.86200], [36.91400, 33.04300, 15.27700], [30.35200, 35.68500, 12.54800], [29.04500, 32.91600, 6.93400], [32.98100, 34.09900, 13.78700], [32.16100, 30.49500, 13.47100], [32.86500, 36.30900, 10.02400], [38.40300, 33.54400, 12.29600], [33.83500, 33.91400, 5.60200], [38.44100, 31.44700, 9.32400], [34.83300, 30.08500, 5.54000], [31.06900, 33.25900, 8.65600], [32.29300, 32.68100, 11.56300], [34.37500, 32.88400, 13.96800], [28.36800, 37.97700, 13.35800], [36.55400, 31.61600, 7.93800], [31.06800, 30.39800, 7.44400], [29.19900, 31.87200, 7.16100], [35.75700, 39.37200, 13.86900], [34.37100, 36.91100, 12.66400], [34.28400, 39.35100, 11.93300], [29.55900, 37.28900, 14.37300], [27.74400, 36.88900, 14.49300], [33.00000, 32.70100, 14.60300], [32.73100, 30.07500, 11.91300], [28.68200, 31.99900, 8.00100], [35.10400, 30.85000, 10.10500], [33.12100, 39.24900, 11.84600], [31.69800, 37.20000, 4.50900], [28.67700, 31.27500, 6.57400], [36.32200, 37.40300, 6.08000], [34.78100, 38.71900, 11.08000], [33.76300, 35.59500, 7.83400], [39.03200, 30.54800, 9.18800], [38.06700, 36.03600, 5.93300], [35.80400, 34.57300, 15.50100], [32.73300, 32.14200, 12.54600], [36.20300, 35.84400, 6.80100], [38.71500, 32.02700, 8.35500], [33.27600, 33.02400, 13.73600], [35.06400, 36.81900, 14.32100], [39.06300, 35.04600, 12.89300], [30.61800, 31.54600, 7.49300], [35.05800, 34.68300, 10.39700], [30.10600, 35.68100, 4.49300], [36.13300, 31.52100, 11.12300], [32.50900, 32.33600, 8.27200], [30.14600, 35.26200, 2.19900], [37.88700, 34.08800, 6.90900], [32.85900, 30.64000, 12.66800], [38.51400, 34.04500, 13.13700], [33.44900, 31.82400, 4.91300], [37.12800, 34.29900, 13.66700], [33.41200, 37.27800, 14.15000], [34.99800, 33.24200, 4.80000], [37.74100, 33.97700, 5.11900], [29.48400, 35.76200, 3.13000], [37.49900, 34.50200, 15.93000], [35.87700, 35.80100, 5.17100], [33.73400, 30.38800, 5.29300], [29.10300, 36.79500, 2.89800], [36.32300, 34.87700, 12.98200], [34.14000, 33.50800, 10.13900], [33.39700, 37.11900, 10.25000]],
  "lowdin_charge": [0.0146, 0.0550, 0.0117, 0.0384, -0.4366, 0.0315, 0.0261, 0.1139, 0.0050, 0.1036, -0.0246, 0.0873, -0.0294, -0.0234, 0.1322, 0.0711, -0.0087, -0.0083, -0.0351, 0.0153, 0.0798, -0.4910, 0.1232, 0.0256, 0.0313, 0.0040, 0.0871, 0.0954, 0.2038, 0.0874, 0.0783, -0.4006, 0.0494, 0.1167, -0.4584, -0.0273, 0.1414, 0.0029, -0.0527, 0.0832, 0.0846, 0.1088, 0.0224, -0.0105, 0.0289, -0.0270, 0.0967, 0.0622, 0.0561, 0.0900, 0.0559, 0.0173, 0.0254, 0.0080, 0.0485, -0.0031, -0.0338, 0.0623, 0.1346, -0.0037, 0.0255, 0.0481, 0.0453, 0.1113, 0.1295, 0.0444, 0.0209, 0.1111, 0.0673, 0.0843, -0.5767, 0.1285, -0.4134, -0.0098, 0.1123, 0.0121, 0.0628, 0.1454, -0.4317, -0.0577, -0.4771, 0.0068, 0.0621, 0.1538, 0.0853, 0.0332, -0.0095, -0.4481, -0.4874, 0.1364, 0.0559, 0.0972, -0.0298, 0.1202, 0.1395, -0.0400, 0.0982, 0.0531, 0.0559, -0.0080]
}

Run y
{
  "formula": "C30H60O10",
  "method": "ωB97M-V with the def2-TZVPD basis set",
  "lumo_energy_ev": 0.22,
  "smiles": "CC(C)=O.CC(C)=O.CC(C)=O.CC(C)=O.CC(C)=O.CC(C)=O.CC(C)=O.CC(C)=O.CC(C)=O.CC(C)=O",
  "elements": ["H", "C", "C", "C", "H", "H", "C", "C", "C", "C", "H", "O", "H", "H", "C", "H", "C", "H", "C", "H", "C", "O", "H", "H", "H", "C", "H", "H", "H", "C", "H", "O", "C", "H", "H", "H", "H", "H", "C", "H", "H", "C", "H", "H", "C", "H", "H", "O", "H", "H", "H", "H", "O", "H", "H", "O", "H", "C", "H", "H", "H", "H", "H", "H", "H", "H", "O", "C", "C", "H", "O", "H", "H", "C", "C", "H", "C", "H", "H", "H", "O", "H", "H", "C", "H", "O", "C", "C", "C", "H", "H", "C", "H", "C", "H", "H", "H", "H", "C", "H"],
  "xyz": [[25.21353, -1.38674, 2.08630], [15.73124, -7.63456, 4.25786], [14.01025, -2.59660, 2.37826], [17.41522, -2.10620, -0.11407], [16.26021, -0.14002, -1.94185], [22.83843, -2.34740, 1.43932], [15.13562, -6.25263, 4.35203], [12.50578, -1.00832, -0.58466], [13.28997, -2.05978, 3.59506], [16.91390, -2.88257, -4.48641], [16.01491, -2.66833, -5.06060], [13.96264, -6.03528, 4.12346], [21.31218, -2.61494, 6.49228], [21.12572, -0.06057, -1.03208], [18.65685, -3.27633, 1.74354], [17.44026, -2.00274, -4.13509], [18.75279, -2.34129, 0.55855], [19.40155, -5.05828, -0.76141], [13.21009, -2.15788, -1.24637], [14.73906, -3.35678, 2.65314], [18.49349, -2.19119, 6.26487], [21.97520, -6.43353, -1.68617], [23.00566, -5.11592, 0.15842], [14.45833, -1.74639, 1.86902], [15.70315, -8.09321, 5.24444], [12.30140, -3.21468, -1.84774], [22.66976, -3.66253, -0.81951], [18.56534, -4.32855, -7.13564], [16.59919, -3.43794, -3.59464], [12.37327, -3.01454, 4.34308], [12.81240, -4.01457, 4.29978], [13.51056, -0.94683, 4.01421], [16.07746, -5.11140, 4.63776], [13.74511, 0.23171, -3.78916], [16.67228, -1.69918, 0.56233], [24.96160, -1.55230, 3.82420], [11.91724, -0.49724, -1.35224], [22.01153, 1.75438, 1.26329], [14.75409, -0.02074, -4.13166], [22.67412, -2.70154, 3.09766], [14.75816, -0.13611, -5.21565], [22.06460, 0.48053, -1.15280], [15.60593, -4.21387, 5.02979], [21.54960, -4.13544, 0.44034], [21.96649, 1.95600, -0.91429], [17.25289, 1.28419, -2.02955], [14.86634, -1.02713, -3.72364], [22.76784, 0.35577, 3.05873], [19.71193, -5.75136, -2.36838], [20.02505, -4.00646, -2.03390], [17.51055, -0.01769, -3.16687], [17.56024, -2.83432, -7.10453], [19.79947, -1.85468, 0.20872], [13.19956, -0.25678, -0.20493], [11.43423, -3.07535, 3.78565], [14.41292, -2.25188, -1.35881], [13.29309, -3.09027, 1.71649], [17.65896, -3.86150, -6.75363], [21.50456, -3.30789, 4.91232], [15.20835, -8.25168, 3.52946], [25.25368, 0.01632, 3.15449], [23.40597, 2.57921, 0.55346], [17.16760, -2.95923, -0.74456], [12.20601, -2.72206, 5.37360], [17.48861, -2.61040, 6.27089], [11.85479, -1.30598, 0.23527], [18.33444, -4.80279, -4.68657], [22.47306, -1.91011, 2.36875], [17.69589, -3.95315, -5.24285], [22.00858, 3.47678, 0.57229], [15.70791, 2.16308, -4.07329], [19.60269, -3.35472, 2.28406], [12.82984, -4.13902, -2.06477], [21.45716, -5.42360, -1.29081], [16.73444, 0.54935, -2.64412], [18.83183, -2.06837, 7.29658], [24.74084, -0.92475, 2.95662], [21.41192, -1.67866, 2.40125], [22.49166, 0.24374, -2.12954], [16.74477, -7.53385, 3.86132], [21.57947, 2.75473, -1.73486], [20.96437, -1.62546, 5.02412], [17.93629, -2.81686, 2.42657], [15.72638, 1.03253, -3.66492], [11.79289, -2.83862, -2.73437], [19.09726, -4.09365, 4.97735], [20.05226, -5.02056, -1.63630], [20.89392, -2.61280, 5.48604], [22.22781, -4.52732, -0.32242], [22.76378, 0.02934, -0.44218], [17.61928, -1.32352, -0.85275], [23.27064, -0.71417, 2.77534], [11.56046, -3.46538, -1.07996], [22.31785, 2.43532, 0.47327], [16.93907, -5.37745, 5.24733], [16.50558, -4.85074, 3.66113], [16.80578, -4.38819, -7.18943], [18.39250, -1.15986, 5.91314], [19.44921, -3.04681, 5.46831], [18.35815, -4.30348, 1.53448]],
  "lowdin_charge": [0.0861, -0.0156, -0.0130, -0.0112, 0.0525, 0.0738, -0.4855, -0.0247, -0.4927, -0.0149, 0.0726, 0.0493, 0.0915, 0.0689, -0.0258, 0.0704, -0.4910, 0.0756, -0.5066, 0.0688, -0.0148, 0.0777, 0.0814, 0.0717, 0.0920, -0.0172, 0.0853, 0.0826, 0.0837, -0.0149, 0.0505, 0.0617, -0.0306, 0.0873, 0.0779, 0.0891, 0.0907, 0.0577, -0.0269, 0.0793, 0.0880, -0.0181, 0.0796, 0.0539, -0.5001, 0.0897, 0.0421, 0.0556, 0.0792, 0.0871, 0.0773, 0.0792, 0.0626, 0.0871, 0.0878, 0.0443, 0.0825, -0.0247, 0.0698, 0.0837, 0.0844, 0.0933, 0.0903, 0.0822, 0.0722, 0.0828, 0.0758, -0.0274, -0.4926, 0.0825, 0.0840, 0.0632, 0.0818, -0.4939, -0.0219, 0.0887, -0.0248, 0.0718, 0.0861, 0.0828, 0.0636, 0.0864, 0.0825, -0.4872, 0.0873, 0.0557, -0.0155, -0.0190, -0.0246, 0.0684, 0.0588, -0.5019, 0.0835, -0.0257, 0.0696, 0.0804, 0.0877, 0.0899, -0.4874, 0.0871]
}

Run z
{
  "formula": "C30H60O10",
  "method": "ωB97M-V with the def2-TZVPD basis set",
  "lumo_energy_ev": 0.67,
  "smiles": "CC(C)=O.CC(C)=O.CC(C)=O.CC(C)=O.CC(C)=O.CC(C)=O.CC(C)=O.CC(C)=O.CC(C)=O.CC(C)=O",
  "elements": ["C", "C", "C", "C", "H", "C", "H", "H", "H", "O", "C", "H", "H", "H", "H", "C", "C", "H", "O", "H", "H", "O", "H", "H", "H", "H", "H", "C", "H", "C", "H", "C", "H", "H", "O", "C", "H", "C", "O", "H", "C", "H", "H", "H", "H", "H", "O", "H", "H", "C", "O", "H", "C", "H", "H", "C", "H", "H", "H", "H", "H", "C", "O", "C", "C", "H", "C", "H", "H", "C", "C", "H", "H", "H", "H", "O", "H", "H", "H", "H", "C", "H", "O", "C", "H", "H", "H", "C", "C", "H", "H", "H", "C", "H", "H", "H", "C", "C", "H", "H"],
  "xyz": [[1.46723, -1.02858, 1.14838], [3.33513, 1.95779, 3.57502], [1.22584, 3.34157, 3.03920], [3.43618, 3.11607, -1.00533], [-4.83509, 0.47470, -0.36574], [-4.48034, -3.75077, 2.72027], [-4.32547, -4.50779, 3.48570], [3.61310, 4.17746, -0.95506], [4.93776, -3.19898, 1.22480], [-3.93066, -0.57857, 4.51624], [-3.15380, -3.56524, 2.01514], [-1.51344, -0.58435, 1.00145], [-0.64247, -4.80383, -3.56574], [-1.79919, 1.73168, -5.23474], [-2.71275, 3.20406, -2.18880], [5.19085, -1.34562, 0.17001], [1.00349, -4.04476, -2.48733], [0.02343, 1.75495, -5.36416], [-2.66900, 3.14492, 0.87050], [-5.20830, -3.92094, 1.92926], [-0.20848, 3.00382, 0.25379], [-2.14921, -0.19265, -1.28456], [-2.07027, 0.93769, 6.01045], [-2.06072, -1.98589, -5.79318], [-4.80908, -2.85341, 3.20880], [6.01505, -1.40572, 2.12558], [-2.07708, -4.55138, 3.43364], [-2.22088, 0.96449, 4.88051], [-0.50265, 4.75763, -0.07147], [1.43144, -0.48675, -1.51031], [-2.55972, 4.85295, -1.86268], [-1.93907, -3.59355, 2.96066], [4.04127, 2.15681, -4.35705], [-2.73687, -0.38767, -6.24748], [5.36534, -0.76655, -0.87589], [1.71638, -3.85751, -3.78606], [4.44561, -0.75396, 2.11878], [-0.71642, 3.72388, -0.41238], [2.17336, 3.24792, -3.03372], [4.30778, 2.66695, -0.60621], [-3.62470, 0.57308, 4.60438], [1.13307, -3.35333, -4.59546], [2.19805, -1.86841, 0.94241], [-4.05602, 3.82523, -1.34106], [-4.54543, 2.53932, 4.94937], [0.99982, 4.20147, 3.66192], [0.13083, -0.88463, -4.85183], [1.92037, 3.57301, 2.21164], [-0.85356, -4.75172, -1.73499], [4.89364, -2.83293, 0.24120], [1.54696, -4.09648, -1.40964], [2.53578, 2.75858, -0.44125], [-0.46503, -4.29184, -2.63284], [1.82027, -0.49352, 2.05107], [0.35046, 2.79519, 2.76641], [-4.41836, -0.35266, -0.87599], [1.93945, -4.85296, -4.31602], [3.93039, 2.81495, 3.89638], [-0.72149, 1.45828, -3.86212], [-4.53902, -0.10322, -1.94050], [-0.92805, -3.30549, -2.78735], [-2.54513, -0.10011, 0.95078], [1.10955, 1.10987, 0.20962], [1.89167, 2.32701, 3.88568], [-0.86302, 1.28833, -4.93022], [-3.20177, -0.46909, 1.77334], [-2.98611, 3.94935, -1.41095], [-1.48993, 0.22678, 4.51116], [3.67876, 1.12467, 4.18255], [-4.62457, 1.66275, 4.30178], [-2.12601, -0.93231, -5.52856], [-2.64576, -0.93044, -4.55154], [-2.05182, -2.82390, 3.71049], [0.50772, -1.53090, 1.30864], [3.41360, 1.76365, 2.54718], [-3.08783, -3.42403, 0.81564], [-1.01359, -3.48313, 2.40929], [2.67753, -3.38599, -3.55085], [0.87580, -1.42102, -1.70270], [-0.41177, 3.59147, -1.48378], [1.32455, -0.04263, -0.04804], [1.05981, 0.29195, -2.18474], [1.31660, 1.78447, 4.79282], [5.35249, -0.76858, 1.54574], [4.60475, 1.18638, -2.94715], [-1.74409, 1.95694, 4.62463], [3.88002, -2.85737, -0.13226], [-2.99700, -0.30713, -0.46639], [4.35201, 2.15729, -3.34363], [2.47833, -0.71522, -1.73285], [-4.26068, 1.94443, 3.26463], [-2.44283, 1.00986, 1.06285], [-0.82929, -0.22961, -5.13078], [-4.81621, -1.30254, -0.54265], [5.48385, -3.54599, -0.39341], [5.71066, 0.25277, 1.63457], [-2.17844, 3.53040, -0.19982], [3.22300, 2.81993, -2.52982], [5.34752, 2.67269, -3.22623], [-5.62806, 1.21627, 4.28898]],
  "lowdin_charge": [0.0101, -0.0171, -0.0095, -0.0125, 0.0707, -0.0148, 0.0826, 0.0746, 0.0547, 0.0520, -0.4898, 0.0911, 0.0775, 0.0684, 0.0856, -0.4913, -0.5445, 0.0880, 0.0117, 0.0855, 0.0561, 0.0644, 0.1129, 0.0766, 0.0653, 0.0881, 0.0738, -0.0368, 0.1078, 0.0159, 0.0909, -0.0038, 0.0605, 0.0736, 0.0624, -0.0348, 0.0607, -0.0257, 0.0136, 0.0479, -0.5589, 0.0789, 0.0758, 0.0763, 0.0817, 0.0968, 0.0553, 0.0870, 0.0838, -0.0173, 0.0506, 0.0628, -0.0129, 0.0750, 0.0744, -0.0008, 0.1146, 0.0939, 0.0717, 0.0921, 0.0909, -0.0037, 0.0258, -0.5190, -0.0040, 0.0800, -0.0205, 0.0789, 0.0828, -0.0116, -0.0183, 0.0886, 0.0733, 0.0608, 0.0438, 0.0524, 0.0711, 0.0819, 0.0730, 0.0966, -0.4427, 0.0763, 0.0609, -0.0264, 0.0612, 0.0918, 0.0582, -0.5461, -0.0100, 0.0813, 0.1038, 0.0709, -0.4901, 0.0858, 0.1110, 0.0814, -0.4807, -0.4205, 0.1029, 0.0851]
}

Which structure is the most stable? The one labeled run y.